Record 1
{
  "formula": "C29H22Co2F6N3O6S",
  "method": "ωB97M-V/def2-TZVPD",
  "symbols": ["F", "C", "F", "F", "C", "C", "C", "N", "C", "S", "N", "C", "C", "C", "C", "C", "N", "C", "C", "C", "F", "F", "F", "C", "H", "H", "H", "H", "H", "H", "H", "H", "H", "H", "H", "H", "H", "H", "H", "O", "C", "Co", "C", "O", "C", "O", "C", "C", "C", "C", "C", "C", "C", "C", "C", "Co", "C", "O", "C", "O", "C", "O", "H", "H", "H", "H", "H", "H", "H"],
  "xyz": [[4.2556, -1.5191, -1.1860], [3.7471, -1.8357, 0.0574], [3.6436, -3.1955, 0.1166], [4.7058, -1.4626, 0.9718], [2.4427, -1.1163, 0.3071], [1.2359, -1.7858, 0.4589], [0.0621, -1.0402, 0.6672], [-1.1326, -1.7651, 0.7415], [-2.4264, -1.2881, 0.7764], [-2.8224, 0.1723, 0.0613], [-3.2902, -2.1668, 1.3956], [-4.4877, -1.7856, 2.1828], [-5.1108, -0.5250, 1.5854], [-5.8163, -0.7725, 0.2411], [-6.8226, 0.3741, 0.1536], [-7.0155, 0.9470, 1.5695], [-6.0916, 0.1205, 2.4649], [0.1173, 0.3405, 0.7950], [1.3474, 0.9805, 0.6116], [1.4464, 2.4838, 0.7141], [2.5419, 2.9945, 0.0518], [0.3418, 3.1050, 0.1866], [1.5344, 2.9076, 2.0200], [2.5121, 0.2707, 0.3645], [1.1894, -2.8753, 0.4164], [-1.0140, -2.7545, 0.9187], [-2.8160, -3.0082, 1.7315], [-5.1828, -2.6552, 2.1454], [-4.1970, -1.6030, 3.2389], [-4.3250, 0.2821, 1.4536], [-5.0346, -0.7793, -0.5352], [-6.2714, -1.7712, 0.2186], [-6.4375, 1.1674, -0.4939], [-7.8017, 0.0977, -0.2849], [-6.7749, 2.0265, 1.6212], [-8.0509, 0.8437, 1.9394], [-6.6783, -0.6560, 2.9238], [-0.7689, 0.9386, 1.0208], [3.4543, 0.7835, 0.2106], [-8.9672, 2.2861, 4.5532], [-8.2570, 1.5990, 5.1262], [-7.1152, 0.5512, 6.0266], [-6.1508, 1.6547, 6.9669], [-5.5236, 2.3363, 7.6616], [-8.0233, 0.0377, 7.5179], [-8.8113, 0.0914, 8.3820], [-6.3010, -0.9334, 5.3337], [-5.9225, 0.2579, 4.7850], [-5.2580, 1.0308, 3.7952], [-3.7638, 1.1293, 4.1838], [-2.8443, 1.8726, 3.4042], [-1.5806, 2.2091, 3.9009], [-1.2816, 1.8718, 5.2548], [-2.1554, 1.0620, 6.0263], [-3.3586, 0.6598, 5.4400], [-6.4711, -1.6190, 7.1917], [-7.5574, -2.7899, 7.8541], [-8.3122, -3.5694, 8.2702], [-5.3509, -0.8226, 8.2858], [-4.6386, -0.1940, 8.9777], [-5.3493, -2.9128, 6.6260], [-4.6426, -3.7225, 6.2093], [-6.6354, -1.7774, 4.7068], [-5.7488, 2.0782, 3.5104], [-3.1654, 2.1509, 2.3941], [-0.8517, 2.7957, 3.3050], [-0.3433, 2.2245, 5.7059], [-1.9677, 0.8063, 7.0910], [-4.0682, 0.0563, 6.0023]],
  "atomic_forces_ev_per_a": [[-0.416, -0.401, 1.224], [0.709, -0.237, -0.169], [0.059, 1.143, -0.074], [-0.849, -0.425, -0.915], [0.199, -0.222, 0.078], [0.089, 0.330, -0.052], [0.112, -0.318, -0.301], [-0.103, -0.329, 0.216], [-0.439, 0.089, 0.363], [1.316, -0.405, -0.816], [0.827, 0.274, -0.330], [0.071, 0.220, 0.132], [-0.199, 0.667, -0.330], [0.542, -0.217, 0.202], [-0.615, 0.499, -0.807], [0.141, -0.796, 0.493], [-1.919, -1.726, -3.138], [0.443, 0.787, 0.081], [0.225, -0.059, 0.039], [-0.317, 1.151, 0.092], [-1.127, -0.589, 0.763], [1.049, -0.577, 0.475], [0.040, -0.391, -1.240], [-0.215, 0.031, -0.058], [0.067, 0.312, -0.067], [0.024, 0.192, 0.089], [-0.461, 0.498, 0.079], [0.291, 0.654, 0.081], [-0.155, -0.124, -0.485], [-1.228, -1.333, 0.326], [-0.610, 0.175, 0.007], [-0.170, 0.211, 0.188], [0.080, -0.094, -0.018], [0.557, -0.111, 0.210], [0.223, -0.605, 0.157], [0.555, -0.007, -0.073], [1.043, 1.839, -0.218], [0.478, -0.408, -0.120], [-0.104, -0.064, 0.038], [-0.428, 1.036, -0.579], [-0.033, -1.722, 0.565], [-4.644, 2.957, 4.050], [1.681, 1.290, 1.645], [-0.634, -0.256, -0.792], [-1.364, -0.173, 0.123], [0.973, -0.093, -0.681], [1.214, -0.984, -2.842], [2.903, -0.036, -1.491], [-1.097, 0.474, 3.809], [-0.232, 0.158, -1.502], [-0.121, -0.257, 0.011], [-0.118, -0.051, 1.076], [0.018, -0.308, -0.196], [0.202, 0.475, -0.834], [0.060, 0.057, 0.473], [1.979, -1.389, 0.049], [-2.230, -0.507, 0.547], [0.900, 0.428, -0.225], [1.519, 2.355, 2.163], [-1.303, -1.715, -1.424], [-0.345, 0.553, -0.675], [-0.210, 0.240, 0.429], [0.366, 0.075, -0.091], [1.252, -2.149, 0.719], [0.285, 0.128, 0.346], [-0.624, -0.456, 0.444], [-0.427, -0.147, -0.280], [0.042, 0.184, -0.993], [0.201, 0.199, 0.031]],
  "lowdin_charge": [0.1095, -0.4993, 0.1157, 0.1129, -0.1095, 0.0643, -0.2109, 0.0461, -0.6776, 0.8077, 0.0309, -0.0986, -0.3923, -0.1716, -0.1627, -0.1176, -0.0472, 0.0189, -0.0875, -0.4885, 0.1052, 0.1147, 0.1124, 0.0408, 0.1297, 0.1397, 0.1376, 0.1356, 0.1316, 0.0269, 0.0562, 0.1150, 0.1033, 0.1102, 0.1162, 0.1219, 0.1666, 0.0520, 0.1366, 0.0740, -0.1589, 0.0224, -0.1728, 0.1013, -0.2455, 0.0502, -0.2427, -0.4108, -0.0898, -0.1732, -0.0722, -0.0954, -0.0940, -0.0586, -0.0379, -0.0290, -0.2145, 0.0590, -0.1719, 0.0557, -0.1771, 0.0922, 0.0560, 0.1653, 0.0893, 0.0918, 0.0911, 0.1150, 0.0861],
  "charge": -1
}

Record 2
{
  "formula": "C29H22I2IrN3O4SSe",
  "method": "ωB97M-V/def2-TZVPD",
  "symbols": ["Ir", "I", "C", "C", "C", "I", "C", "O", "C", "C", "N", "C", "C", "C", "C", "C", "C", "N", "C", "H", "H", "H", "H", "H", "H", "H", "H", "H", "H", "H", "S", "C", "C", "C", "C", "C", "C", "C", "C", "C", "N", "H", "H", "H", "H", "H", "H", "O", "C", "C", "C", "C", "C", "C", "C", "O", "O", "H", "H", "H", "H", "H", "Se"],
  "xyz": [[0.9081, -1.0842, 0.5627], [2.3381, 4.6857, 4.7209], [1.0518, 3.7419, 3.3696], [-0.2899, 3.5885, 3.6825], [-1.1137, 2.9399, 2.7865], [-3.1459, 2.7308, 3.2354], [-0.6823, 2.4137, 1.5361], [-1.4963, 1.8907, 0.6995], [0.7311, 2.5406, 1.3024], [1.3577, 1.9985, 0.0316], [0.6130, 0.8456, -0.4846], [0.7821, 0.6737, -1.9252], [0.5042, -0.7365, -2.3882], [0.6408, -1.0985, -3.7219], [0.3232, -2.3893, -4.0981], [-0.1337, -3.2849, -3.1417], [-0.2086, -2.8635, -1.8300], [0.1134, -1.6200, -1.4618], [1.5500, 3.2161, 2.1859], [-0.6893, 3.9643, 4.6143], [2.3888, 1.6727, 0.1993], [1.3866, 2.7971, -0.7267], [-0.3778, 1.0489, -0.2206], [1.7932, 0.9561, -2.2220], [0.0982, 1.3483, -2.4609], [1.0124, -0.3768, -4.4363], [0.4383, -2.6993, -5.1289], [-0.3909, -4.3029, -3.3971], [-0.4963, -3.5337, -1.0310], [2.6080, 3.2991, 1.9619], [1.1154, 0.3155, 4.7786], [2.6714, 0.5757, 4.1088], [2.7736, 0.1403, 2.8231], [1.5625, -0.4316, 2.3290], [0.5918, -0.4058, 3.3027], [-0.7397, -0.7740, 2.9256], [-1.8614, -0.8322, 3.7547], [-3.0834, -1.1656, 3.2218], [-3.1847, -1.4297, 1.8587], [-2.0451, -1.3579, 1.0913], [-0.8490, -1.0518, 1.6032], [3.4353, 1.0494, 4.7052], [3.6872, 0.2247, 2.2529], [-1.7481, -0.5955, 4.8040], [-3.9606, -1.2073, 3.8547], [-4.1297, -1.6730, 1.3953], [-2.0687, -1.5247, 0.0240], [3.7914, -0.8345, -2.8450], [4.9785, -0.8162, -2.1989], [6.1239, -0.5287, -2.9368], [7.3582, -0.4948, -2.3133], [7.4682, -0.7543, -0.9520], [6.3270, -1.0571, -0.2285], [5.0736, -1.0877, -0.8303], [3.8780, -1.4291, 0.0292], [4.0319, -2.0101, 1.0822], [2.7300, -1.0431, -0.4782], [3.1200, -0.9564, -2.1337], [6.0202, -0.3320, -3.9961], [8.2424, -0.2630, -2.8951], [8.4336, -0.7259, -0.4641], [6.3758, -1.2890, 0.8276], [1.2117, -3.3491, 1.2996]],
  "atomic_forces_ev_per_a": [[0.109, 0.207, -0.395], [-0.006, -0.025, -0.010], [-0.058, 0.030, -0.025], [0.048, 0.033, 0.002], [-0.052, 0.005, 0.014], [-0.007, 0.067, -0.003], [0.026, 0.151, -0.061], [0.197, -0.149, -0.101], [0.042, 0.021, -0.121], [-0.038, 0.237, 0.104], [-0.135, -0.657, 0.473], [-0.212, 0.035, -0.035], [-0.216, 0.015, 0.122], [-0.096, 0.033, 0.061], [0.014, -0.028, -0.052], [-0.015, 0.023, -0.033], [-0.003, 0.066, -0.064], [0.432, -0.056, 0.001], [-0.009, -0.170, 0.109], [0.002, 0.008, 0.008], [0.016, 0.157, 0.106], [-0.085, -0.086, -0.036], [-0.135, 0.202, -0.243], [0.101, -0.062, 0.073], [0.088, -0.023, 0.000], [-0.010, 0.012, -0.017], [-0.005, 0.003, -0.001], [-0.010, 0.000, -0.001], [0.072, -0.008, 0.044], [-0.003, -0.012, 0.011], [0.042, -0.038, 0.025], [-0.029, -0.042, 0.008], [0.035, -0.080, 0.001], [0.057, 0.096, -0.052], [0.003, 0.134, -0.015], [-0.039, 0.036, 0.040], [0.064, 0.026, -0.006], [-0.023, -0.032, -0.033], [0.012, -0.004, 0.025], [0.004, 0.088, 0.013], [-0.037, -0.021, -0.046], [0.001, 0.005, 0.017], [0.001, -0.032, 0.008], [-0.006, -0.006, -0.005], [0.003, 0.018, -0.003], [0.000, 0.011, -0.004], [0.009, -0.053, -0.013], [-0.055, 0.040, -0.053], [-0.041, 0.060, -0.029], [0.038, -0.008, -0.002], [-0.016, 0.006, -0.020], [-0.012, -0.011, 0.026], [0.038, -0.033, 0.000], [-0.017, 0.000, 0.078], [-0.012, -0.183, -0.127], [0.001, 0.080, 0.066], [-0.003, 0.129, 0.044], [-0.047, -0.019, 0.016], [-0.005, 0.002, -0.001], [0.000, 0.000, -0.001], [0.000, -0.003, 0.002], [-0.002, 0.004, 0.003], [-0.017, -0.200, 0.111]],
  "lowdin_charge": [1.0206, 0.7828, -0.7691, -0.2684, -0.6391, 0.8671, -0.4818, -0.1549, -0.1488, -0.1454, -0.1570, -0.1376, -0.2560, -0.0203, -0.0534, -0.0493, -0.1507, -0.0179, -0.1454, 0.0731, 0.1162, 0.1295, 0.0737, 0.1241, 0.1413, 0.1225, 0.1078, 0.1045, 0.0601, 0.1026, 1.0091, -0.4124, -0.1817, -0.3836, -0.5379, -0.2863, -0.0364, -0.0896, -0.0620, -0.1161, -0.0964, 0.0589, 0.0985, 0.1095, 0.1062, 0.1003, 0.1036, 0.0403, -0.2666, -0.0253, -0.1005, -0.1016, -0.0238, -0.0566, -0.5738, 0.0119, -0.2317, 0.0554, 0.1098, 0.0957, 0.0924, 0.1171, 0.2430],
  "s_squared": 0.75,
  "charge": -1,
  "multiplicity": 2
}

Record 3
{
  "formula": "C29H22I2N6ORe",
  "method": "ωB97M-V/def2-TZVPD",
  "symbols": ["Re", "C", "C", "C", "C", "C", "N", "C", "C", "C", "C", "C", "C", "C", "N", "C", "C", "C", "N", "C", "C", "N", "C", "C", "C", "N", "H", "H", "H", "H", "H", "H", "H", "H", "H", "H", "H", "H", "H", "H", "H", "H", "H", "H", "I", "C", "C", "C", "I", "C", "C", "C", "C", "N", "C", "C", "O", "H", "H", "H", "H"],
  "xyz": [[-0.2515, -0.0648, 0.1738], [-3.5557, 5.3315, -3.2068], [-2.6840, 4.4429, -2.3693], [-1.3982, 4.8294, -1.9969], [-0.5786, 3.9889, -1.2731], [-1.0091, 2.7265, -0.8481], [-0.1458, 1.8636, -0.1186], [1.0510, 2.4759, 0.3715], [1.0235, 3.5532, 1.2527], [2.1969, 4.0868, 1.7560], [3.4422, 3.5616, 1.4093], [4.7130, 4.1194, 1.9820], [3.4707, 2.4767, 0.5417], [2.2953, 1.9524, 0.0245], [2.3740, 0.8606, -0.8868], [3.3174, 0.5785, -1.7931], [3.0344, -0.6566, -2.3502], [1.8758, -1.0837, -1.7285], [1.4728, -0.1581, -0.8363], [-2.2958, 2.3376, -1.2372], [-3.1046, 3.1772, -1.9923], [-2.8179, 1.0561, -0.8994], [-4.0979, 0.6752, -0.8877], [-4.1519, -0.7083, -0.8545], [-2.8378, -1.1200, -0.8443], [-2.0017, -0.0493, -0.8669], [-3.3026, 6.3792, -3.0573], [-4.6095, 5.1943, -2.9699], [-3.4217, 5.1077, -4.2667], [-1.0227, 5.7989, -2.2973], [0.4239, 4.3150, -1.0418], [0.0664, 3.9786, 1.5296], [2.1450, 4.9286, 2.4344], [4.5641, 5.1283, 2.3608], [5.5041, 4.1484, 1.2342], [5.0637, 3.5010, 2.8100], [4.4188, 2.0267, 0.2741], [4.1187, 1.2717, -1.9872], [3.5944, -1.1688, -3.1117], [1.3006, -1.9862, -1.8565], [-4.0730, 2.8268, -2.3232], [-4.8912, 1.4028, -0.8996], [-5.0337, -1.3231, -0.8343], [-2.4166, -2.1102, -0.7934], [-0.4614, -5.3306, 0.3745], [0.0308, -3.9414, 1.8189], [0.3792, -4.3683, 3.1251], [0.6689, -3.4785, 4.1264], [1.1254, -4.1974, 6.0151], [0.6407, -2.0762, 3.8528], [0.8470, -1.0482, 4.7819], [0.7652, 0.2743, 4.3917], [0.4988, 0.5845, 3.0680], [0.3054, -0.3667, 2.1437], [0.3443, -1.6845, 2.5353], [0.0072, -2.5995, 1.5260], [-0.3835, -2.0542, 0.3661], [0.3999, -5.4301, 3.3276], [1.0587, -1.2998, 5.8135], [0.9169, 1.0742, 5.1014], [0.4807, 1.6071, 2.7198]],
  "atomic_forces_ev_per_a": [[-0.547, -0.391, -0.768], [-0.009, 0.009, 0.024], [0.008, 0.035, -0.041], [0.020, -0.034, 0.016], [-0.038, -0.004, -0.072], [0.170, -0.076, -0.042], [0.025, 0.188, 0.203], [-0.040, 0.056, 0.029], [0.020, -0.009, 0.012], [-0.020, -0.018, -0.006], [-0.005, 0.007, 0.020], [0.004, 0.008, -0.006], [-0.024, 0.031, -0.006], [-0.001, -0.020, -0.042], [-0.055, -0.086, 0.036], [0.046, 0.012, -0.015], [-0.003, 0.017, -0.007], [-0.063, -0.041, 0.069], [0.563, 0.248, 0.207], [-0.081, -0.017, 0.062], [0.030, -0.011, 0.037], [0.198, 0.037, -0.196], [-0.081, 0.005, -0.032], [-0.021, 0.033, -0.037], [0.102, -0.003, -0.045], [-0.297, 0.013, 0.313], [-0.003, 0.004, 0.002], [-0.003, -0.003, -0.001], [0.011, -0.011, -0.002], [-0.003, 0.008, -0.007], [-0.016, 0.015, -0.012], [0.000, 0.003, 0.003], [0.006, 0.005, 0.007], [-0.005, 0.003, 0.001], [0.004, -0.006, -0.001], [0.002, -0.004, 0.003], [0.009, -0.005, -0.001], [0.005, -0.005, -0.009], [0.005, -0.005, -0.005], [0.001, -0.013, -0.015], [-0.009, 0.006, -0.002], [-0.018, -0.007, 0.001], [-0.013, -0.003, 0.011], [-0.007, -0.010, 0.040], [-0.010, -0.007, -0.049], [0.051, -0.001, 0.127], [-0.003, 0.073, -0.058], [-0.044, 0.055, -0.136], [0.022, -0.019, 0.081], [0.027, -0.110, -0.014], [0.010, 0.025, 0.075], [0.022, -0.011, -0.010], [0.151, -0.102, -0.038], [0.101, 0.118, 0.220], [0.041, 0.020, -0.036], [0.161, 0.037, -0.216], [-0.321, -0.067, 0.293], [-0.007, -0.002, 0.009], [0.011, 0.004, -0.002], [-0.001, 0.001, 0.002], [-0.076, 0.026, 0.025]],
  "lowdin_charge": [1.6769, -0.0226, -0.2375, 0.0009, 0.0052, -0.1787, -0.1134, -0.2738, -0.0382, -0.0004, -0.2378, -0.0243, 0.0468, -0.1199, -0.0349, 0.0119, 0.0104, -0.0514, -0.1120, -0.1088, 0.0378, -0.0518, 0.0025, 0.0129, -0.0711, -0.1014, 0.0897, 0.0891, 0.1002, 0.1306, 0.1192, 0.1381, 0.1299, 0.0887, 0.0913, 0.0975, 0.1331, 0.1497, 0.1248, 0.1313, 0.1254, 0.1468, 0.1247, 0.1162, 1.0241, -0.6391, -0.1897, -0.6577, 1.0369, -0.1898, 0.0220, -0.0001, -0.0594, -0.0537, -0.1459, -0.4057, -0.2985, 0.0902, 0.0849, 0.1261, 0.1016],
  "s_squared": 0.81,
  "charge": 2,
  "multiplicity": 2
}

Here are the calculated M numbers, same order: 772.4; 1033.6; 910.6 (u).
Here are the calculated ΔE to the lowest compared entry with this formula, charge and spin numbers, same order: 92.0; 0.0; 8.4 (kcal/mol).